Record 1
Computed, not measured: 10 unconnected molecules or ions with the total composition C35H91BrN3O9P in a non-equilibrium geometry, with wB97M-V/def2-TZVPD.

- Kohn-Sham gap: 8.4 eV
- SMILES: [H]/N=C(\N)NCCCCPC[C@H](C)Br.CC(C)O.CC(C)O.CC(C)O.CC(C)O.CC(C)O.CC(C)O.CC(C)O.CC(C)O.CC(C)O
- Energy relative to the best compared isomer or geometry (same formula, charge and spin): 465.22 kJ/mol
- LUMO energy: 0.0194 hartree
- HOMO energy: -7.87 eV
- Multiplicity: 1

Positions of all 140 atoms, in Å:
C (-3.3843, 4.4345, 0.6060)
C (-5.0206, 4.2989, 0.4462)
Br (-5.7141, 3.7922, 2.2965)
C (-5.5034, 3.1369, -0.6049)
P (-4.8519, 3.3744, -2.4031)
C (-3.2746, 2.2428, -2.5532)
C (-2.5598, 2.4147, -4.0184)
C (-0.9604, 2.0592, -4.0602)
C (-0.4427, 1.0337, -2.8911)
N (-0.7814, -0.4218, -3.2586)
C (-0.7441, -1.2834, -2.0084)
N (-1.7392, -1.2272, -1.0518)
N (0.4165, -2.2642, -1.8513)
H (-3.0489, 3.6208, 1.3845)
H (-3.1613, 5.4842, 1.1238)
H (-2.8153, 4.3866, -0.4197)
H (-5.4702, 5.3645, 0.2392)
H (-6.6806, 3.1774, -0.6479)
H (-5.0700, 2.1106, -0.2357)
H (-4.4945, 4.7630, -2.6480)
H (-3.6844, 1.1421, -2.3442)
H (-2.5643, 2.5953, -1.6886)
H (-3.2167, 1.8377, -4.8028)
H (-2.6495, 3.5711, -4.3016)
H (-0.2612, 3.0251, -4.1159)
H (-0.7730, 1.4991, -5.0979)
H (0.7503, 1.0775, -2.9125)
H (-0.7515, 1.3213, -1.8000)
H (0.0428, -0.7041, -3.8695)
H (-1.5280, -1.8981, -0.2695)
H (0.9714, -1.9638, -1.0020)
H (-0.0341, -3.2081, -1.6869)
C (-6.0154, -2.3692, 2.5282)
C (-4.5768, -1.8873, 2.4286)
C (-4.4022, -0.8953, 1.2897)
O (-3.7180, -3.0049, 2.2173)
H (-6.3213, -2.8821, 1.6095)
H (-6.1235, -3.0918, 3.3442)
H (-6.6999, -1.5342, 2.7067)
H (-4.2791, -1.4193, 3.3733)
H (-4.6510, -1.3560, 0.3271)
H (-3.3596, -0.5666, 1.2222)
H (-5.0383, -0.0161, 1.4311)
H (-3.9749, -3.4267, 1.3806)
C (2.9304, 5.1790, -2.3878)
C (1.4394, 5.4764, -2.4016)
C (0.9763, 6.0501, -1.0720)
O (0.7210, 4.2760, -2.6740)
H (3.1750, 4.4378, -1.6188)
H (3.2471, 4.7552, -3.3468)
H (3.5120, 6.0860, -2.1964)
H (1.2126, 6.1837, -3.2068)
H (1.1517, 5.3397, -0.2563)
H (-0.1008, 6.2477, -1.0925)
H (1.4994, 6.9832, -0.8412)
H (0.9163, 3.6419, -1.9641)
C (5.3335, 9.0512, 0.3967)
C (3.8425, 9.3486, 0.3829)
C (3.3795, 9.9223, 1.7125)
O (3.1242, 8.1482, 0.1106)
H (5.5782, 8.3100, 1.1658)
H (5.6503, 8.6274, -0.5622)
H (5.9152, 9.9582, 0.5882)
H (3.6158, 10.0560, -0.4222)
H (3.5549, 9.2119, 2.5283)
H (2.3024, 10.1199, 1.6921)
H (3.9026, 10.8555, 1.9434)
H (3.3194, 7.5142, 0.8205)
C (-0.2675, -1.2331, 3.0539)
C (0.9902, -0.8973, 2.2683)
C (1.4164, 0.5445, 2.4943)
O (0.7493, -1.1065, 0.8793)
H (-1.1057, -0.6006, 2.7407)
H (-0.5694, -2.2701, 2.8719)
H (-0.1098, -1.0975, 4.1283)
H (1.8008, -1.5717, 2.5654)
H (0.6378, 1.2400, 2.1613)
H (2.3156, 0.7754, 1.9131)
H (1.6245, 0.7334, 3.5519)
H (0.0309, -0.5118, 0.6065)
C (4.4413, 3.4030, -8.1503)
C (3.8047, 3.8020, -6.8285)
C (2.8986, 5.0117, -6.9926)
O (4.8281, 4.1032, -5.8834)
H (5.0620, 4.2142, -8.5470)
H (5.1003, 2.5387, -8.0147)
H (3.6800, 3.1497, -8.8946)
H (3.2273, 2.9610, -6.4294)
H (3.4646, 5.8800, -7.3483)
H (2.4571, 5.2950, -6.0311)
H (2.0910, 4.8067, -7.7021)
H (5.3460, 4.8489, -6.2295)
C (-3.9311, -5.2177, 4.9063)
C (-4.9573, -5.4684, 5.9999)
C (-5.0050, -6.9374, 6.3889)
O (-6.2437, -5.0587, 5.5432)
H (-4.1802, -5.7794, 3.9990)
H (-3.9166, -4.1585, 4.6278)
H (-2.9277, -5.5081, 5.2326)
H (-4.7135, -4.8624, 6.8793)
H (-5.2921, -7.5600, 5.5341)
H (-5.7565, -7.1048, 7.1680)
H (-4.0338, -7.2793, 6.7596)
H (-6.4685, -5.5915, 4.7624)
C (-9.3252, -9.2599, 3.2266)
C (-7.9226, -8.9990, 3.7522)
C (-7.6347, -9.8237, 4.9965)
O (-7.7839, -7.6145, 4.0606)
H (-10.0803, -8.9858, 3.9720)
H (-9.5229, -8.6504, 2.3383)
H (-9.4590, -10.3141, 2.9652)
H (-7.1882, -9.2366, 2.9749)
H (-8.3298, -9.5696, 5.8046)
H (-6.6263, -9.6164, 5.3706)
H (-7.7178, -10.8948, 4.7881)
H (-8.4321, -7.3943, 4.7500)
C (4.3853, -3.0821, -1.4538)
C (4.7713, -1.6154, -1.3464)
C (5.8354, -1.3988, -0.2823)
O (3.6162, -0.8457, -1.0228)
H (3.9694, -3.4481, -0.5084)
H (3.6099, -3.2212, -2.2147)
H (5.2497, -3.6994, -1.7173)
H (5.1410, -1.2602, -2.3145)
H (5.4708, -1.7051, 0.7046)
H (6.0943, -0.3371, -0.2076)
H (6.7432, -1.9656, -0.5108)
H (3.2810, -1.1540, -0.1646)
C (9.3831, -4.6793, 1.0300)
C (8.8971, -4.2029, -0.3296)
C (9.8912, -4.5500, -1.4263)
O (8.7062, -2.7910, -0.2947)
H (10.3317, -4.2002, 1.2970)
H (8.6635, -4.4117, 1.8112)
H (9.5245, -5.7644, 1.0407)
H (7.9269, -4.6593, -0.5543)
H (10.8579, -4.0664, -1.2464)
H (9.5341, -4.1903, -2.3972)
H (10.0479, -5.6313, -1.4892)
H (9.5626, -2.3773, -0.0958)

***

Record 2
Computed, not measured: 11 unconnected molecules or ions with the total composition C35H91N3O33P6 in a non-equilibrium geometry, with wB97M-V/def2-TZVPD.

- Kohn-Sham gap: 8.6 eV
- SMILES: COP(=O)(OC)OC.COP(=O)(OC)OC.COP(=O)(OC)OC.COP(=O)(OC)OC.COP(=O)(OC)OC.COP(=O)(OC)OC.CCOC(=O)OC.CCOC(=O)OC.CNC(C)=O.CNC(C)=O.CNC(C)=O
- Energy relative to the best compared isomer or geometry (same formula, charge and spin): 229.73 kJ/mol
- LUMO energy: -0.0035 hartree
- HOMO energy: -8.74 eV
- Multiplicity: 1

Positions of all 168 atoms, in Å:
C (-6.0163, 10.5086, 18.9641)
C (-5.8550, 9.5702, 17.7539)
O (-5.4614, 10.0140, 16.6694)
N (-6.1893, 8.2919, 17.9527)
C (-6.1778, 7.2594, 16.9314)
H (-6.5890, 11.4166, 18.7751)
H (-4.9885, 10.6897, 19.2786)
H (-6.4061, 10.0361, 19.8657)
H (-6.6364, 8.0465, 18.8245)
H (-6.7777, 6.4258, 17.2964)
H (-5.1667, 6.9009, 16.7384)
H (-6.8353, 7.5486, 16.1115)
C (-2.8223, 7.7114, 24.6845)
C (-2.8111, 7.8700, 23.1858)
O (-2.0917, 7.0769, 22.5279)
N (-3.4511, 8.8439, 22.5994)
C (-3.2965, 9.1691, 21.1924)
H (-3.5060, 6.9326, 25.0224)
H (-2.9598, 8.6759, 25.1733)
H (-1.8388, 7.4052, 25.0410)
H (-4.0960, 9.4393, 23.0992)
H (-3.5760, 10.2088, 21.0219)
H (-3.9534, 8.6551, 20.4907)
H (-2.2506, 9.0254, 20.9210)
C (-11.6470, 14.9638, 20.5234)
C (-12.2953, 16.3336, 20.0756)
O (-11.9748, 16.8515, 18.9922)
N (-13.1785, 17.0143, 20.7748)
C (-13.8712, 16.4710, 21.8802)
H (-10.5823, 14.9008, 20.2987)
H (-12.1250, 14.1130, 20.0377)
H (-11.6703, 14.7336, 21.5886)
H (-13.5911, 17.8384, 20.3615)
H (-14.3465, 15.5212, 21.6354)
H (-14.5142, 17.2364, 22.3149)
H (-13.1796, 16.2405, 22.6905)
C (-5.2817, 10.4654, 27.1869)
O (-6.1894, 11.1008, 26.2690)
P (-5.5860, 11.6285, 24.8273)
O (-4.7665, 10.5692, 24.1006)
O (-6.8864, 12.2856, 24.0139)
C (-7.6704, 11.3163, 23.2660)
O (-4.6747, 12.9164, 25.2545)
C (-5.2772, 14.0049, 25.9476)
H (-5.2260, 10.9878, 28.1419)
H (-4.3387, 10.2375, 26.6900)
H (-5.7463, 9.4993, 27.3840)
H (-8.5040, 11.8738, 22.8391)
H (-8.0202, 10.6267, 24.0342)
H (-7.1159, 10.8769, 22.4367)
H (-6.3646, 14.0171, 25.8740)
H (-5.0409, 14.9675, 25.4940)
H (-4.9856, 14.0692, 26.9959)
C (-13.9726, 11.8037, 27.2982)
O (-12.5443, 11.8217, 27.2423)
P (-11.7370, 13.2063, 27.3921)
O (-12.1128, 13.8688, 28.6649)
O (-12.1231, 14.0542, 26.0408)
C (-11.6613, 15.3979, 25.8920)
O (-10.1700, 12.7583, 27.2035)
C (-9.7808, 12.1881, 26.0023)
H (-14.4851, 12.7539, 27.1476)
H (-14.3605, 11.3948, 28.2311)
H (-14.2128, 11.2002, 26.4229)
H (-12.2908, 16.1239, 26.4064)
H (-11.5745, 15.6467, 24.8343)
H (-10.6270, 15.4871, 26.2243)
H (-10.6035, 11.6749, 25.5045)
H (-9.0732, 11.4310, 26.3402)
H (-9.4985, 12.8722, 25.2021)
C (-8.4874, 13.8264, 18.6251)
O (-7.1346, 13.9809, 18.1661)
P (-6.8190, 14.8039, 16.8030)
O (-7.2303, 16.2014, 16.7514)
O (-5.2047, 14.5949, 16.5904)
C (-4.7203, 13.2717, 16.5772)
O (-7.4196, 13.9262, 15.6235)
C (-7.9487, 14.5022, 14.4264)
H (-8.5610, 14.1230, 19.6714)
H (-8.7711, 12.7781, 18.5323)
H (-9.2101, 14.4223, 18.0678)
H (-5.5252, 12.5777, 16.8191)
H (-3.9758, 13.3501, 17.3694)
H (-4.2850, 12.9886, 15.6188)
H (-8.9166, 14.0951, 14.1337)
H (-7.2748, 14.2527, 13.6068)
H (-8.0159, 15.5879, 14.3576)
C (-7.7761, 17.9036, 19.5949)
O (-7.0376, 18.4866, 20.6721)
P (-7.5011, 19.8711, 21.3768)
O (-8.9381, 19.9588, 21.5523)
O (-6.5809, 19.8494, 22.7182)
C (-6.9434, 19.1272, 23.9074)
O (-6.8276, 20.9710, 20.4543)
C (-5.4451, 20.9950, 20.0589)
H (-8.7707, 18.3374, 19.4916)
H (-7.8908, 16.8248, 19.7003)
H (-7.2539, 18.0851, 18.6555)
H (-6.3079, 18.2416, 23.9179)
H (-7.9678, 18.7704, 23.8005)
H (-7.0216, 19.6705, 24.8491)
H (-5.3952, 21.4150, 19.0543)
H (-4.9661, 20.0161, 20.0802)
H (-4.7728, 21.5724, 20.6934)
C (-9.9704, 16.3950, 29.5723)
O (-9.7954, 17.1881, 28.3465)
P (-8.6848, 18.3836, 28.3190)
O (-8.8879, 19.3943, 29.3855)
O (-7.3146, 17.5399, 28.3971)
C (-6.8856, 16.5480, 27.4679)
O (-8.6739, 18.9116, 26.7733)
C (-9.8261, 19.4259, 26.1567)
H (-10.6223, 16.7965, 30.3481)
H (-9.0322, 16.1858, 30.0862)
H (-10.3985, 15.4302, 29.3002)
H (-6.9414, 16.8788, 26.4308)
H (-7.3693, 15.5924, 27.6704)
H (-5.8341, 16.3160, 27.6368)
H (-10.6576, 19.5138, 26.8560)
H (-10.0923, 18.7416, 25.3512)
H (-9.7160, 20.4023, 25.6849)
C (-1.0206, 12.0086, 16.0025)
O (-0.9586, 10.7174, 16.6863)
P (-1.4747, 10.5051, 18.2084)
O (-2.6959, 11.2713, 18.5612)
O (-0.2327, 10.9793, 19.0897)
C (-0.3157, 11.9193, 20.1284)
O (-1.5195, 8.9111, 18.3659)
C (-2.2633, 8.1673, 17.4424)
H (-0.0629, 12.5268, 16.0505)
H (-1.8276, 12.6149, 16.4140)
H (-1.2959, 11.8567, 14.9589)
H (0.5229, 12.6156, 20.1291)
H (-0.2010, 11.2807, 21.0042)
H (-1.2440, 12.4523, 20.3342)
H (-2.7591, 8.7337, 16.6541)
H (-3.1586, 7.9164, 18.0112)
H (-1.7272, 7.2848, 17.0933)
C (-4.4792, 13.6605, 20.6935)
C (-4.9035, 14.3863, 21.9196)
O (-6.2803, 14.6111, 21.7251)
C (-6.9474, 15.2773, 22.6932)
O (-6.5487, 15.7697, 23.7592)
O (-8.1436, 15.4099, 22.2092)
C (-9.1845, 15.8677, 23.0112)
H (-3.7900, 14.2848, 20.1249)
H (-5.2826, 13.5122, 19.9720)
H (-4.0161, 12.7027, 20.9307)
H (-4.3794, 15.3365, 22.0218)
H (-4.7594, 13.8792, 22.8737)
H (-8.9310, 16.5830, 23.7937)
H (-9.6804, 15.0109, 23.4675)
H (-9.9468, 16.2875, 22.3548)
C (-3.1508, 18.1330, 23.8727)
C (-2.4906, 16.8218, 23.4488)
O (-2.1763, 16.9039, 22.0409)
C (-1.4989, 15.8200, 21.5231)
O (-1.2414, 14.6932, 22.0179)
O (-1.1966, 16.1760, 20.2851)
C (-0.4580, 15.2499, 19.4621)
H (-3.2500, 18.0741, 24.9566)
H (-4.1459, 18.3221, 23.4699)
H (-2.5447, 19.0218, 23.6972)
H (-3.1460, 15.9551, 23.5342)
H (-1.6041, 16.7176, 24.0742)
H (0.4916, 15.0473, 19.9575)
H (-0.2494, 15.7458, 18.5142)
H (-0.9383, 14.2859, 19.2948)

***

What is the formula in the first record? C35H91BrN3O9P

***

Which of these has the lowest LUMO energy? C35H91N3O33P6

***

What is the HOMO energy in the second record? -8.74 eV